Entry 1:
{
  "formula": "C24H28N4O2S3V",
  "method": "ωB97M-V/def2-TZVPD",
  "elements": ["V", "C", "C", "N", "N", "C", "N", "S", "C", "C", "C", "C", "C", "N", "H", "H", "H", "H", "H", "H", "H", "H", "H", "H", "O", "S", "C", "C", "C", "C", "S", "O", "C", "C", "C", "C", "C", "C", "C", "C", "C", "C", "C", "C", "H", "H", "H", "H", "H", "H", "H", "H", "H", "H", "H", "H", "H", "H", "H", "H", "H", "H"],
  "positions_angstrom": [[-0.66694, -0.55071, 0.49526], [0.23673, 3.57563, 1.91419], [-0.20637, 2.17268, 1.68494], [0.21504, 1.38868, 0.76258], [1.20744, 1.75918, -0.10596], [1.92092, 0.76435, -0.66806], [2.94888, 1.06666, -1.42908], [1.51101, -0.88111, -0.36948], [-1.15480, 1.49243, 2.60409], [-1.69615, 2.09464, 3.71717], [-2.49170, 1.33429, 4.57541], [-2.71332, 0.00212, 4.28952], [-2.14213, -0.53726, 3.14617], [-1.38220, 0.18574, 2.31798], [1.05265, 3.59039, 2.64281], [-0.57566, 4.17837, 2.31321], [0.57386, 4.06830, 1.00399], [1.51122, 2.72384, -0.14276], [3.25036, 2.01559, -1.60334], [3.49052, 0.32790, -1.85414], [-1.49727, 3.13225, 3.94059], [-2.91754, 1.78673, 5.46140], [-3.30978, -0.62383, 4.93810], [-2.28416, -1.57663, 2.88206], [-1.63199, 0.21535, -0.94673], [-2.93166, 0.16920, -1.81668], [-3.43723, -1.55291, -1.70989], [-2.37375, -2.44380, -2.34596], [-2.54331, -3.93298, -2.03109], [-2.67124, -4.31379, -0.55931], [-1.37737, -3.90315, 0.62272], [-1.32305, -2.33680, 0.62491], [0.10978, -4.52914, -0.05794], [0.69433, -5.52278, 0.72677], [1.84210, -6.15336, 0.26802], [2.39822, -5.77535, -0.94397], [1.81815, -4.76552, -1.71006], [0.66541, -4.13863, -1.27729], [-4.18263, 0.99556, -0.91310], [-4.76868, 2.07267, -1.57032], [-5.79704, 2.76240, -0.94037], [-6.21087, 2.37842, 0.32489], [-5.60667, 1.30388, 0.97883], [-4.58909, 0.60267, 0.36242], [-4.40262, -1.61024, -2.21816], [-3.58692, -1.76388, -0.65068], [-1.38994, -2.10967, -2.00981], [-2.39295, -2.30955, -3.42849], [-1.71577, -4.48427, -2.47798], [-3.44675, -4.31416, -2.51359], [-2.72454, -5.40182, -0.44871], [-3.57611, -3.92247, -0.08788], [0.25850, -5.80440, 1.67727], [2.29968, -6.93344, 0.86034], [3.29306, -6.26827, -1.29973], [2.26304, -4.48244, -2.65434], [0.21736, -3.36112, -1.88036], [-4.43989, 2.36031, -2.56123], [-6.27388, 3.59282, -1.44234], [-7.01731, 2.91301, 0.80895], [-5.95228, 1.00806, 1.96029], [-4.13401, -0.24387, 0.86407]],
  "forces_ev_per_angstrom": [[0.1, 0.3, 0.1], [0.0, 0.0, 0.0], [-0.1, 0.0, 0.0], [0.0, -0.1, -0.1], [0.0, 0.0, 0.0], [0.0, 0.0, 0.0], [0.0, 0.0, 0.0], [0.0, 0.0, 0.0], [0.1, 0.0, -0.1], [0.0, 0.0, 0.0], [0.0, 0.0, 0.0], [0.0, 0.0, 0.0], [0.0, 0.0, 0.0], [0.0, -0.1, 0.0], [0.0, 0.0, 0.0], [0.0, 0.0, 0.0], [0.0, 0.0, 0.0], [0.0, 0.0, 0.0], [0.0, 0.0, 0.0], [0.0, 0.0, 0.0], [0.0, 0.0, 0.0], [0.0, 0.0, 0.0], [0.0, 0.0, 0.0], [0.0, 0.0, 0.0], [-0.1, 0.2, 0.1], [0.1, -0.1, -0.1], [0.0, 0.0, 0.1], [0.0, 0.0, 0.0], [0.0, 0.0, 0.0], [0.0, 0.0, 0.0], [0.0, 0.0, 0.1], [0.0, -0.1, -0.1], [0.0, 0.0, 0.1], [0.0, 0.0, 0.0], [0.0, 0.0, 0.0], [0.0, 0.0, 0.0], [0.0, 0.0, 0.0], [0.0, 0.0, 0.0], [0.0, 0.1, 0.0], [0.0, 0.0, 0.0], [0.0, 0.0, 0.0], [0.0, 0.0, 0.0], [0.0, 0.0, 0.0], [0.0, 0.0, 0.0], [0.0, 0.0, 0.0], [0.0, 0.0, 0.0], [0.0, 0.0, 0.0], [0.0, 0.0, 0.0], [0.0, 0.0, 0.0], [0.0, 0.0, 0.0], [0.0, 0.0, 0.0], [0.0, 0.0, 0.0], [0.0, 0.0, 0.0], [0.0, 0.0, 0.0], [0.0, 0.0, 0.0], [0.0, 0.0, 0.0], [0.0, 0.0, 0.0], [0.0, 0.0, 0.0], [0.0, 0.0, 0.0], [0.0, 0.0, 0.0], [0.0, 0.0, 0.0], [0.0, 0.0, 0.0]],
  "mulliken_charge": [0.64, -1.77, 0.78, 0.56, -0.60, 0.67, -0.31, -0.33, 0.50, -0.74, -0.61, -0.87, -0.07, 0.27, 0.36, 0.47, 0.55, 0.19, 0.22, 0.26, 0.39, 0.50, 0.50, 0.43, -0.32, 0.05, -0.64, -0.10, -1.09, -0.74, 0.00, 0.07, 0.79, -0.58, -0.71, -0.52, -1.09, 0.05, 0.88, -0.57, -0.68, -0.50, -0.89, 0.10, 0.64, 0.18, -0.22, 0.55, 0.43, 0.46, 0.59, 0.49, 0.48, 0.45, 0.45, 0.48, 0.54, 0.46, 0.43, 0.45, 0.46, 0.18],
  "total_charge": 3,
  "lumo_ha": [-0.350, -0.352],
  "s_squared": 2.0133,
  "multiplicity": 3,
  "orbital_gap_ev": [7.6, 7.6]
}

Entry 2:
{
  "formula": "C33H54CuN14Se",
  "method": "ωB97M-V/def2-TZVPD",
  "elements": ["Cu", "C", "N", "C", "C", "N", "C", "C", "N", "C", "C", "N", "C", "N", "C", "C", "N", "C", "C", "C", "C", "N", "C", "N", "C", "C", "N", "C", "C", "N", "C", "C", "H", "H", "H", "H", "H", "H", "H", "H", "H", "H", "H", "H", "H", "H", "H", "H", "H", "H", "H", "H", "H", "H", "H", "H", "H", "H", "H", "H", "H", "H", "H", "H", "H", "H", "H", "H", "H", "H", "H", "H", "H", "H", "H", "H", "H", "H", "H", "H", "Se", "N", "C", "C", "C", "C", "C", "N", "C", "C", "N", "C", "C", "C", "C", "C", "N", "H", "H", "H", "H", "H", "H"],
  "positions_angstrom": [[0.89695, 0.16983, 0.04731], [1.89768, -0.87318, -4.59910], [1.27658, -0.34727, -3.38567], [0.27636, -1.22632, -2.82106], [1.57183, 0.87790, -2.91158], [1.17527, 1.32189, -1.72619], [1.54391, 2.72509, -1.48027], [0.77136, 3.53835, -0.42416], [1.18519, 1.89944, 1.43984], [0.98163, 1.42328, 2.82457], [0.67139, -0.09183, 2.95507], [1.12710, -0.90243, 1.83381], [1.56283, -2.11266, 2.09160], [1.41260, -2.69462, 3.33127], [2.53983, -3.28054, 4.03705], [0.12050, -2.79581, 3.98106], [2.15115, -2.88992, 1.14571], [2.22890, -4.33740, 1.27340], [2.76977, -2.38693, -0.06365], [-1.03787, 0.70292, 0.46306], [-2.03932, 0.13017, -0.52081], [-1.80963, -1.28352, -0.52831], [-2.78513, -2.12852, -0.52225], [-4.09998, -1.80058, -0.78967], [-4.44303, -1.06752, -1.99477], [-5.21693, -2.46259, -0.13724], [-2.52395, -3.43161, -0.18057], [-3.18836, -4.54700, -0.83482], [-1.28590, -3.77884, 0.48500], [2.32173, 1.66372, -3.77624], [3.64149, 2.15319, -3.43839], [1.79524, 2.04754, -5.07441], [2.04598, -1.94475, -4.47243], [2.86124, -0.40799, -4.77640], [1.26117, -0.72092, -5.47354], [0.71005, -2.21481, -2.65662], [-0.56122, -1.34144, -3.51473], [-0.11301, -0.86301, -1.87938], [1.43226, 3.29366, -2.40509], [2.60209, 2.78326, -1.22576], [-0.11453, 3.99023, -0.87945], [1.42310, 4.38013, -0.19298], [0.16012, 1.97532, 3.28247], [1.87915, 1.65641, 3.40079], [-0.40764, -0.20999, 3.08338], [1.13107, -0.42773, 3.88518], [3.45884, -3.10378, 3.48267], [2.41699, -4.35592, 4.19386], [2.63764, -2.80891, 5.01841], [-0.65532, -2.37804, 3.34275], [0.10718, -2.28085, 4.94610], [-0.12026, -3.84742, 4.16285], [1.50684, -4.70094, 1.99714], [3.22793, -4.66640, 1.56983], [1.99949, -4.78773, 0.30623], [2.75520, -1.30371, -0.08133], [2.24977, -2.77146, -0.94454], [3.80990, -2.72146, -0.10725], [-1.19248, 2.44967, -0.48687], [-1.27204, 0.34153, 1.46065], [-1.88080, 0.57464, -1.51958], [-3.07506, 0.36302, -0.22106], [-3.55138, -0.63849, -2.44463], [-5.15296, -0.26792, -1.77248], [-4.90812, -1.73299, -2.73056], [-4.86823, -3.00788, 0.73533], [-5.74603, -3.15023, -0.80411], [-5.93518, -1.70844, 0.19228], [-3.91968, -4.19441, -1.55569], [-3.68978, -5.19241, -0.11020], [-2.45098, -5.14856, -1.37359], [-0.86206, -2.88992, 0.94362], [-0.55607, -4.18901, -0.22443], [-1.48613, -4.53886, 1.24484], [3.98965, 1.68357, -2.52027], [3.66889, 3.24152, -3.31483], [4.33789, 1.89044, -4.23949], [0.78844, 1.65312, -5.19994], [2.42288, 1.68446, -5.89346], [1.74237, 3.13794, -5.14945], [2.74978, 6.42298, 3.54669], [3.60343, 5.15052, 2.69851], [2.73381, 4.32992, 2.15817], [3.30017, 3.17755, 1.43000], [4.64241, 3.18682, 1.04249], [5.18332, 2.08756, 0.40109], [4.36945, 0.99164, 0.15927], [3.08719, 0.97541, 0.50755], [2.57065, 2.03404, 1.11732], [0.28939, 2.90960, 0.90081], [-1.06921, 2.20819, 0.49915], [-2.27474, 2.66251, 1.19201], [-2.28022, 3.65548, 2.06568], [-1.07420, 4.36390, 2.43570], [0.11047, 4.02352, 1.91782], [1.34188, 4.69067, 2.38682], [1.18299, 5.77584, 3.10877], [5.24097, 4.06149, 1.25607], [6.22112, 2.07838, 0.09871], [4.74483, 0.10004, -0.33084], [-3.16144, 2.10957, 0.92286], [-3.21412, 3.92516, 2.53899], [-1.12654, 5.15347, 3.17143]],
  "forces_ev_per_angstrom": [[-0.3, -0.1, 0.1], [0.0, 0.0, 0.0], [0.0, -0.1, -0.1], [-0.1, 0.0, 0.0], [0.0, 0.2, 0.0], [0.1, -0.3, 0.2], [0.0, -0.1, 0.0], [0.1, -0.2, -0.1], [0.0, 0.3, 0.1], [-0.1, -0.3, 0.0], [0.1, 0.1, 0.0], [0.0, 0.1, -0.5], [-0.3, 0.0, 0.0], [0.1, 0.0, 0.0], [0.0, -0.1, 0.0], [0.0, 0.0, 0.0], [0.2, 0.1, 0.0], [0.0, -0.1, 0.0], [-0.1, 0.0, 0.1], [0.6, -0.5, -0.2], [-0.3, 0.1, 0.2], [0.4, -0.2, -0.1], [0.0, 0.0, 0.1], [0.0, -0.1, -0.1], [0.0, 0.0, 0.0], [0.0, 0.0, 0.0], [-0.1, 0.0, 0.1], [0.0, 0.0, 0.0], [-0.1, 0.0, -0.1], [-0.2, 0.0, 0.1], [0.0, 0.0, 0.0], [0.0, 0.0, 0.0], [0.0, 0.0, 0.0], [0.0, 0.0, 0.0], [0.0, 0.0, 0.0], [0.0, 0.0, 0.0], [0.0, 0.0, 0.0], [0.0, 0.0, 0.0], [0.0, 0.0, 0.0], [0.0, 0.1, 0.0], [0.0, 0.1, 0.1], [0.0, 0.1, 0.0], [0.0, 0.1, 0.0], [0.0, 0.0, 0.0], [0.0, 0.0, 0.1], [0.0, 0.0, 0.0], [0.0, 0.0, 0.0], [0.0, 0.0, 0.0], [0.0, 0.0, 0.0], [0.0, 0.0, 0.0], [0.0, 0.0, 0.0], [0.0, 0.0, 0.0], [0.0, 0.0, 0.0], [0.0, 0.0, 0.0], [0.0, 0.0, 0.0], [0.1, 0.1, 0.1], [0.0, 0.0, 0.0], [0.0, 0.0, 0.0], [0.0, 0.1, 0.0], [0.1, 0.1, 0.0], [0.0, 0.0, 0.0], [0.0, 0.0, -0.1], [0.0, 0.0, 0.0], [0.0, 0.0, 0.0], [0.0, 0.0, 0.0], [0.0, 0.0, 0.0], [0.0, 0.0, 0.0], [0.0, 0.0, 0.0], [0.0, 0.0, 0.0], [0.0, 0.0, 0.0], [0.0, 0.0, 0.0], [0.0, 0.0, 0.0], [0.0, 0.0, 0.0], [0.0, 0.0, 0.0], [0.0, 0.0, 0.0], [0.0, 0.0, 0.0], [0.0, 0.0, 0.0], [0.0, 0.0, 0.0], [0.0, 0.0, 0.0], [0.0, 0.0, 0.0], [0.1, 0.4, 0.2], [0.2, -0.4, -0.2], [0.0, 0.2, 0.2], [0.0, -0.3, -0.1], [0.0, 0.0, 0.0], [0.0, 0.0, 0.0], [0.0, 0.0, 0.0], [0.0, 0.0, 0.0], [0.2, 0.2, 0.0], [0.2, 0.1, 0.1], [-0.1, 0.1, 0.1], [-0.3, 0.1, 0.1], [0.0, -0.1, -0.1], [0.3, 0.0, -0.1], [-0.4, -0.2, 0.0], [0.2, 0.3, 0.1], [-0.4, -0.2, -0.2], [0.0, 0.0, 0.0], [0.0, 0.0, 0.0], [0.0, 0.0, 0.0], [0.1, -0.1, 0.0], [0.0, 0.0, 0.0], [0.0, 0.0, 0.0]],
  "mulliken_charge": [0.12, -1.20, 0.51, -0.58, -0.62, 0.45, -0.99, -2.38, 1.13, -1.42, -1.61, 1.10, -0.65, 0.51, -1.15, -1.00, 0.64, -1.26, -0.34, -0.53, -0.91, -0.37, 0.33, 0.34, -0.96, -1.14, 0.14, -1.19, -0.58, 0.40, -0.99, -1.17, 0.37, 0.37, 0.37, 0.30, 0.47, -0.29, 0.89, 0.14, 0.76, 0.66, 0.45, 0.85, 0.33, 0.83, 0.31, 0.35, 0.38, 0.26, 0.30, 0.35, 0.36, 0.32, 0.43, -0.44, 0.24, 0.53, 0.93, 0.34, -0.02, 1.03, 0.23, 0.32, 0.38, 0.37, 0.37, 0.34, 0.39, 0.33, 0.34, -0.38, 0.34, 0.49, 0.25, 0.30, 0.39, 0.31, 0.38, 0.38, 0.33, -0.86, 0.73, 1.27, -1.34, -1.19, -0.45, 0.34, -1.48, 1.43, 0.72, -0.37, -0.91, -0.56, -0.70, 0.38, -0.82, 0.60, 0.50, 0.49, 0.42, 0.49, 0.62],
  "total_charge": 2,
  "lumo_ha": [-0.191, -0.198],
  "s_squared": 0.7544,
  "multiplicity": 2,
  "orbital_gap_ev": [7.6, 7.4]
}

Going through the records in order, we get ΔE to the lowest compared entry with this formula, charge and spin values of 4.6 0.0 kJ/mol.